Record 1
ORCA calculation (ωB97M-V/def2-TZVPD) on C27H11Br8N3O4W as an isolated structure.

E_HOMO (alpha / beta)   -7.0 / -7.1 eV
HOMO-LUMO gap (alpha / beta)   5.816 / 5.942 eV
Multiplicity   1

Element x y z (Å)
W  0.005  0.275  0.069
C  2.798  2.910  -2.103
C  2.003  3.497  -3.090
C  0.645  3.290  -3.062
C  0.110  2.493  -2.050
N  0.884  1.881  -1.128
C  2.218  2.105  -1.158
C  -1.293  2.268  -1.807
C  -2.357  2.806  -2.500
C  -3.654  2.577  -2.061
C  -3.841  1.871  -0.884
C  -2.750  1.358  -0.209
N  -1.482  1.489  -0.704
C  -2.742  0.796  1.120
C  -3.858  0.599  1.936
C  -3.665  0.191  3.232
C  -2.362  -0.016  3.699
C  -1.306  0.150  2.846
N  -1.490  0.552  1.566
H  3.866  3.069  -2.073
H  2.447  4.114  -3.859
H  -0.005  3.737  -3.799
H  2.805  1.627  -0.391
H  -2.174  3.413  -3.376
H  -4.497  2.981  -2.602
H  -4.834  1.742  -0.477
H  -4.850  0.776  1.547
H  -4.513  0.036  3.885
H  -2.171  -0.326  4.716
H  -0.284  -0.029  3.141
Br  0.206  -6.625  -0.154
C  -0.157  -4.823  -0.560
C  -0.632  -4.463  -1.824
Br  -0.934  -5.773  -3.144
C  -0.880  -3.123  -2.121
Br  -1.514  -2.534  -3.792
C  -0.635  -2.161  -1.157
O  -0.864  -0.845  -1.321
C  -0.197  -2.522  0.119
O  -0.119  -1.522  0.994
C  0.055  -3.852  0.418
Br  0.711  -4.229  2.140
Br  5.295  -1.025  4.304
C  4.215  -0.889  2.768
C  4.516  -1.626  1.620
Br  6.009  -2.772  1.583
C  3.705  -1.529  0.488
Br  3.996  -2.508  -1.089
C  2.593  -0.704  0.519
O  1.750  -0.527  -0.500
C  2.300  0.048  1.663
O  1.228  0.847  1.544
C  3.102  -0.046  2.786
Br  2.600  0.969  4.290

---

Record 2
ORCA calculation (ωB97M-V/def2-TZVPD) on an isolated ion of composition C3H3O4 and charge -1 in a non-equilibrium geometry.

E_HOMO   -4.1 eV
Charge   -1
Energy above the lowest of the compared OMol25 structures with the same formula, charge and spin   0.077 eV
HOMO-LUMO gap   7.963 eV
Multiplicity   1

Element x y z (Å)
O  -0.680  -0.449  2.280
C  0.231  -0.712  1.394
O  1.292  -1.399  1.480
C  0.000  -0.063  -0.022
O  0.945  -0.449  -0.903
C  -0.947  0.751  -0.443
O  -0.779  1.394  -1.671
H  1.533  -1.041  -0.477
H  -1.691  0.940  0.287
H  0.096  1.028  -1.924

---

Record 3
ORCA calculation (ωB97M-V/def2-TZVPD) on a 2-piece molecular cluster, C5H8O2 overall.

E_HOMO   -9.7 eV
Energy above the lowest of the compared OMol25 structures with the same formula, charge and spin   2.104 eV
HOMO-LUMO gap   9.890 eV
Multiplicity   1

Element x y z (Å)
O  -0.759  1.821  -0.142
C  -0.433  0.696  0.146
C  0.669  0.324  1.120
C  1.579  -0.535  0.198
C  0.776  -0.495  -1.108
O  1.172  -0.231  -2.211
C  -0.734  -0.534  -0.676
H  1.132  1.242  1.481
H  0.264  -0.250  1.961
H  2.601  -0.158  0.118
H  1.630  -1.583  0.509
H  -1.452  -0.414  -1.486
H  -0.978  -1.416  -0.061
H  -2.862  0.422  0.134
H  -2.605  1.111  0.017

---

Record 4
ORCA calculation (ωB97M-V/def2-TZVPD) on C32H51N5O6PtS2SbSi3 as an isolated structure.

E_HOMO (alpha / beta)   -10.2 / -10.3 eV
Charge   +1
Energy above the lowest of the compared OMol25 structures with the same formula, charge and spin   0.000 eV
HOMO-LUMO gap (alpha / beta)   7.352 / 6.370 eV
Multiplicity   3

Element x y z (Å)
Pt  0.898  0.562  0.875
O  1.286  2.843  -0.414
S  0.851  3.557  0.784
O  -0.404  4.255  0.719
N  0.878  2.393  1.886
C  0.527  2.429  3.224
C  0.121  3.516  3.955
C  -0.142  3.394  5.337
C  -0.021  2.200  5.984
C  0.371  1.051  5.256
C  0.514  -0.227  5.840
C  0.926  -1.287  5.083
C  1.166  -1.088  3.714
N  1.012  0.077  3.130
C  0.639  1.165  3.879
C  2.112  4.694  1.218
C  3.437  4.353  0.962
C  4.438  5.226  1.346
C  4.114  6.419  1.984
C  2.791  6.741  2.247
C  1.776  5.877  1.859
H  -0.030  4.464  3.457
H  -0.442  4.275  5.889
H  -0.224  2.111  7.043
H  0.303  -0.352  6.895
H  1.062  -2.269  5.514
H  1.503  -1.901  3.082
H  3.663  3.426  0.452
H  5.473  4.983  1.146
H  4.899  7.107  2.271
H  2.545  7.668  2.748
H  0.737  6.128  2.023
C  -4.620  -1.855  -5.345
C  -5.635  -1.248  -4.387
S  -5.050  0.270  -3.638
O  -6.073  1.279  -3.748
O  -3.721  0.575  -4.120
C  -4.875  -0.118  -1.907
C  -4.424  1.167  -1.204
N  -3.345  0.942  -0.240
C  -2.057  1.270  -0.456
N  -1.308  0.889  0.573
C  -2.126  0.271  1.472
C  -3.386  0.289  0.978
N  -4.554  -0.280  1.581
O  -4.395  -0.827  2.650
O  -5.610  -0.183  0.983
C  -1.576  2.025  -1.642
H  -5.092  -2.655  -5.914
H  -3.765  -2.268  -4.811
H  -4.251  -1.106  -6.043
H  -5.878  -1.916  -3.559
H  -6.558  -0.955  -4.885
H  -4.120  -0.904  -1.839
H  -5.831  -0.481  -1.535
H  -5.258  1.636  -0.694
H  -4.038  1.872  -1.937
H  -1.784  -0.120  2.415
H  -1.941  3.053  -1.601
H  -1.914  1.570  -2.575
H  -0.491  2.067  -1.609
C  4.757  -0.585  -1.150
Si  3.928  -2.047  -0.350
C  4.274  -3.653  -1.217
C  4.360  -2.130  1.461
Sb  1.418  -1.529  -0.474
Si  0.111  -3.660  0.137
C  0.545  -4.994  -1.088
C  0.480  -4.247  1.867
C  -1.704  -3.232  0.044
Si  0.958  -1.160  -2.978
C  -0.896  -1.396  -3.065
C  1.795  -2.481  -3.990
C  1.504  0.566  -3.394
H  5.842  -0.644  -1.024
H  4.412  0.344  -0.688
H  4.544  -0.529  -2.220
H  5.351  -3.843  -1.235
H  3.917  -3.641  -2.248
H  3.796  -4.488  -0.700
H  5.441  -2.233  1.594
H  3.882  -2.982  1.952
H  4.044  -1.217  1.973
H  1.525  -5.423  -0.870
H  0.555  -4.628  -2.115
H  -0.193  -5.800  -1.026
H  1.550  -4.332  2.072
H  0.036  -5.239  1.993
H  0.030  -3.589  2.613
H  -2.060  -3.184  -0.986
H  -1.891  -2.262  0.515
H  -2.295  -3.981  0.578
H  -1.137  -2.462  -3.093
H  -1.323  -0.923  -3.955
H  -1.389  -0.958  -2.191
H  1.749  -3.450  -3.493
H  2.843  -2.250  -4.192
H  1.282  -2.577  -4.952
H  1.346  1.247  -2.554
H  0.940  0.947  -4.250
H  2.565  0.594  -3.649

---

Record 5
ORCA calculation (ωB97M-V/def2-TZVPD) on F6InNO3P as an isolated structure in a non-equilibrium geometry.

E_HOMO   -15.4 eV
Charge   +1
Energy above the lowest of the compared OMol25 structures with the same formula, charge and spin   0.844 eV
HOMO-LUMO gap   2.255 eV
Multiplicity   1

Element x y z (Å)
In  -0.657  1.900  1.166
N  2.882  0.125  2.515
O  3.140  0.169  3.734
O  3.613  -0.537  1.819
O  1.872  0.695  2.139
P  -1.495  -0.318  -1.669
F  -0.481  -0.296  -2.899
F  -1.486  -1.960  -1.535
F  -0.269  -0.266  -0.624
F  -2.533  -0.309  -0.416
F  -1.779  1.295  -1.599
F  -2.808  -0.498  -2.630

---

Record 6
ORCA calculation (ωB97M-V/def2-TZVPD) on an isolated molecule of C6H10O.

E_HOMO   -9.5 eV
Energy above the lowest of the compared OMol25 structures with the same formula, charge and spin   1.927 eV
HOMO-LUMO gap   10.573 eV
Multiplicity   1

Element x y z (Å)
C  -1.179  -1.343  1.355
O  0.191  -1.020  1.234
C  0.367  0.343  1.017
C  -0.300  1.031  -0.119
C  -0.297  0.155  -1.377
C  1.247  0.111  -1.343
C  1.251  0.900  -0.039
H  -1.558  -1.200  2.379
H  -1.290  -2.390  1.067
H  -1.774  -0.716  0.680
H  0.387  0.952  1.927
H  -0.988  1.857  0.039
H  -0.694  0.685  -2.246
H  -0.794  -0.819  -1.304
H  1.670  0.717  -2.149
H  1.725  -0.873  -1.339
H  2.034  1.609  0.220

---

Record 7
ORCA calculation (ωB97M-V/def2-TZVPD) on an isolated molecule of C4H4N4OS in a non-equilibrium geometry.

E_HOMO   -7.9 eV
Energy above the lowest of the compared OMol25 structures with the same formula, charge and spin   1.134 eV
HOMO-LUMO gap   7.932 eV
Multiplicity   1

Element x y z (Å)
C  -0.824  -1.771  -0.111
C  -1.004  -0.418  -0.025
C  1.584  -0.949  0.140
C  2.126  1.231  -0.048
N  2.477  -0.118  -0.026
N  0.741  1.375  0.033
N  0.019  0.310  0.452
N  -2.234  0.174  -0.258
O  2.883  2.154  -0.164
S  0.821  -2.396  -0.020
H  -1.598  -2.503  -0.229
H  0.423  2.309  0.259
H  -3.025  -0.450  -0.218
H  -2.390  1.053  0.215

---

Record 8
ORCA calculation (ωB97M-V/def2-TZVPD) on an isolated molecule of C5H7ClS2 in a non-equilibrium geometry.

E_HOMO   -8.8 eV
Energy above the lowest of the compared OMol25 structures with the same formula, charge and spin   2.946 eV
HOMO-LUMO gap   7.510 eV
Multiplicity   1

Element x y z (Å)
C  -1.832  1.493  0.190
S  -0.652  1.158  -1.091
C  -0.202  -0.414  -0.340
C  -1.142  -1.496  -0.328
S  -2.788  -1.417  -0.565
C  1.066  -0.537  -0.088
C  2.351  0.135  0.186
Cl  3.743  -0.623  -0.709
H  -1.801  2.683  0.155
H  -2.810  0.809  0.111
H  -1.285  1.220  1.138
H  -0.669  -2.520  -0.151
H  1.128  -1.584  0.110
H  2.328  1.361  0.113
H  2.564  -0.269  1.271

---

| no. | energy (eV) |
| --- | --- |
| 1 | -603007.0303 |
| 2 | -11350.5760 |
| 3 | -9407.7279 |
| 4 | -108829.4110 |
| 5 | -38385.3602 |
| 6 | -8429.3129 |
| 7 | -23052.7413 |
| 8 | -39488.1370 |